1.
Entry from OMol25: a structure of composition C21H17BrGaN3O2 (ωB97M-V/def2-TZVPD).

The electronic energy is -5623.7744 Ha. For the energy above the lowest of the compared OMol25 structures with the same formula, charge and spin, the calculation gives 0.00 kJ/mol. As for the spin multiplicity: 2. The net charge is +1. The gap between HOMO and LUMO (alpha / beta) comes out at 8.35 / 8.35 eV. As for the expectation value of S²: 0.76.

CARTESIAN COORDINATES (ANGSTROEM)
Ga1 -0.0574 0.0433 -0.1231
C1 4.5154 -0.5558 -0.1443
C2 4.9321 0.7671 -0.0935
C3 3.9868 1.7766 -0.1114
C4 2.6342 1.4481 -0.1721
N1 2.2463 0.1689 -0.2110
C5 3.1595 -0.8045 -0.2075
C6 1.5325 2.4501 -0.2086
C7 1.7976 3.8189 -0.1631
C8 0.7645 4.7411 -0.2022
C9 -0.5460 4.3019 -0.2956
C10 -0.8114 2.9382 -0.3401
C11 0.2103 1.9942 -0.2916
H1 5.2224 -1.3755 -0.1506
H2 5.9866 1.0118 -0.0525
H3 4.3028 2.8095 -0.0890
H4 2.7768 -1.8153 -0.2695
H5 2.8151 4.1866 -0.1042
H6 0.9860 5.8009 -0.1711
H7 -1.3606 5.0168 -0.3383
H8 -1.8341 2.6241 -0.4419
O1 -5.9634 -1.9511 0.2866
C12 -4.7564 -1.3828 0.2342
C13 -4.5569 0.0022 0.2660
C14 -3.2817 0.5009 0.2015
N2 -2.1908 -0.2947 0.0914
C15 -2.4385 -1.5905 0.0932
Br1 0.1823 -2.1186 -1.0745
C16 -3.6480 -2.2179 0.1499
H9 -6.6610 -1.2897 0.3472
H10 -5.3957 0.6841 0.3421
H11 -3.1181 1.5612 0.2570
H12 -3.7610 -3.2946 0.1313
O2 0.0724 -0.3228 1.8088
N3 1.1880 -0.7904 2.3663
C17 1.3834 -2.1175 2.4202
C18 2.5232 -2.6216 3.0084
C19 3.4614 -1.7510 3.5402
C20 3.2251 -0.3847 3.4766
C21 2.0733 0.0780 2.8835
H13 0.6058 -2.7172 1.9743
H14 2.6594 -3.6940 3.0447
H15 4.3629 -2.1314 4.0034
H16 3.9248 0.3306 3.8859
H17 1.8007 1.1191 2.7985

2.
Entry from OMol25: a cluster of 2 separate species, C21H17F4Si in total at a distorted geometry (ωB97M-V/def2-TZVPD).

The electronic energy is -1498.9970 Ha. For the energy above the lowest of the compared OMol25 structures with the same formula, charge and spin, the calculation gives 131.12 kJ/mol. The net charge is +1. The gap between HOMO and LUMO comes out at 4.24 eV.

CARTESIAN COORDINATES (ANGSTROEM)
F1 3.8947 -2.5600 0.0988
C1 3.8799 -1.3250 0.6979
C2 5.0898 -0.7363 1.0638
C3 5.0331 0.5142 1.6774
F2 6.1962 1.1269 2.0668
C4 3.8446 1.1837 1.9240
C5 2.6248 0.5550 1.5508
C6 1.3718 1.2314 1.7893
C7 0.1648 0.6703 1.5154
C8 -1.0973 1.4553 1.6290
C9 -2.3393 0.8362 1.0219
C10 -3.2079 1.6343 0.2768
C11 -4.3371 1.0544 -0.2873
F3 -5.2206 1.8464 -0.9892
C12 -4.6556 -0.3025 -0.0738
C13 -3.7593 -1.0768 0.6705
F4 -4.0446 -2.4050 0.9446
C14 -2.5955 -0.5277 1.2186
C15 2.6492 -0.7237 0.9297
H1 6.0330 -1.2276 0.8783
H2 3.7858 2.1459 2.4191
H3 1.3889 2.3012 2.1027
H4 0.0148 -0.4047 1.3863
H5 -0.9967 2.4763 1.2275
H6 -2.9636 2.6917 0.1438
H7 -5.5718 -0.7379 -0.4580
H8 -1.8837 -1.1256 1.7926
H9 1.7098 -1.2184 0.6747
H10 -1.1731 1.4482 2.7346
Si1 -1.8516 1.8434 5.3347
H11 -0.7567 1.1716 6.1406
H12 -2.0126 3.3123 5.6666
C16 -3.4407 0.9871 5.6254
C17 -3.9078 0.9699 6.9502
C18 -5.1022 0.3176 7.2455
C19 -5.8459 -0.3208 6.2518
C20 -5.3779 -0.3005 4.9301
C21 -4.1830 0.3534 4.5998
H13 -3.3461 1.4553 7.7404
H14 -5.4757 0.2980 8.2685
H15 -6.7868 -0.8304 6.4974
H16 -5.9655 -0.8029 4.1541
H17 -3.8640 0.3518 3.5536

3.
Entry from OMol25: a structure of composition C21H17N4O4PtSe2 at a distorted geometry (ωB97M-V/def2-TZVPD).

The electronic energy is -6252.7050 Ha. For the energy above the lowest of the compared OMol25 structures with the same formula, charge and spin, the calculation gives 0.00 kJ/mol. As for the spin multiplicity: 3. The net charge is -1. The gap between HOMO and LUMO (alpha / beta) comes out at 5.16 / 5.86 eV. As for the expectation value of S²: 2.05.

CARTESIAN COORDINATES (ANGSTROEM)
Pt1 -0.0249 0.0064 -2.6713
O1 -3.4438 2.1517 -2.3900
C1 -2.3278 1.6721 -2.4790
O2 -2.0472 0.4223 -2.4617
C2 -1.1051 2.5927 -2.5748
C3 -1.0688 3.9748 -2.5003
C4 0.1694 4.6115 -2.4731
C5 1.3357 3.8567 -2.5276
C6 1.2364 2.4802 -2.6252
N1 0.0316 1.8972 -2.6568
C7 2.3887 1.4818 -2.6950
O3 3.5404 1.8710 -2.6184
O4 2.0284 0.2551 -2.8498
H1 -1.9908 4.5312 -2.4597
H2 0.2246 5.6865 -2.3864
H3 2.3121 4.3113 -2.4950
Se1 -3.3988 -3.4204 -3.6549
N2 -2.2731 -4.7076 -3.1104
C8 -1.1084 -4.1329 -2.8188
C9 0.0622 -4.7752 -2.4113
C10 1.1909 -3.9911 -2.1962
C11 1.1366 -2.6203 -2.3256
N3 0.0175 -1.9615 -2.6916
C12 -1.0763 -2.6939 -2.9824
N4 -2.1779 -2.1401 -3.4531
H4 0.0810 -5.8442 -2.2781
H5 2.1279 -4.4502 -1.9187
H6 2.0066 -2.0026 -2.1481
C13 0.0418 0.0412 6.3863
C14 0.0388 0.0238 4.8880
C15 -0.7448 0.9077 4.1612
C16 -0.6956 0.9565 2.7781
C17 -1.5601 1.9209 2.0310
C18 0.1798 0.0973 2.0916
Se2 0.5086 0.3927 0.2182
C19 0.9076 -0.8640 2.8104
C20 1.7816 -1.8746 2.1366
C21 0.8335 -0.8772 4.1961
H7 -0.6259 0.8082 6.7708
H8 1.0479 0.2440 6.7525
H9 -0.2717 -0.9244 6.7803
H10 -1.3943 1.5894 4.6947
H11 -2.1582 2.5287 2.7051
H12 -2.2318 1.3843 1.3624
H13 -0.9484 2.5810 1.4176
H14 1.6944 -1.8077 1.0560
H15 1.5001 -2.8790 2.4482
H16 2.8228 -1.7187 2.4128
H17 1.4248 -1.5935 4.7549

4.
Entry from OMol25: the molecule C21H17NO5 at a distorted geometry (ωB97M-V/def2-TZVPD).

The electronic energy is -1241.4175 Ha. For the energy above the lowest of the compared OMol25 structures with the same formula, charge and spin, the calculation gives 36.16 kJ/mol. The gap between HOMO and LUMO comes out at 9.16 eV.

CARTESIAN COORDINATES (ANGSTROEM)
O1 -0.4637 -0.1155 -3.2222
C1 -0.9492 -0.8912 -2.4403
C2 -2.4262 -1.2677 -2.3725
N1 -3.0143 -0.3839 -1.3892
C3 -2.9230 -0.6767 -0.0602
O2 -2.6551 -1.7823 0.3697
C4 -3.2244 0.4602 0.8187
C5 -3.1806 0.5377 2.1877
C6 -3.5007 1.8715 2.5158
C7 -3.7139 2.5061 1.3282
O3 -3.5508 1.6667 0.3003
O4 -0.2944 -1.4711 -1.4398
C8 0.9570 -0.9059 -1.0854
C9 0.7308 0.5461 -0.6344
O5 -0.3818 0.9525 -0.4001
C10 1.9534 1.3437 -0.4050
C11 1.9967 2.1503 0.7311
C12 3.1222 2.9012 1.0103
C13 4.2048 2.8734 0.1460
C14 4.1557 2.0979 -1.0011
C15 3.0393 1.3297 -1.2766
C16 1.5149 -1.6312 0.1156
C17 0.6480 -2.1695 1.0582
C18 1.1602 -2.8006 2.1784
C19 2.5289 -2.8852 2.3702
C20 3.3914 -2.3421 1.4326
C21 2.8879 -1.7160 0.3065
H1 -2.9103 -1.1281 -3.3392
H2 -2.5342 -2.2912 -2.0084
H3 -3.0499 0.5956 -1.6339
H4 -2.9459 -0.2651 2.8553
H5 -3.5625 2.3000 3.4951
H6 -3.9796 3.5193 1.0971
H7 1.6450 -0.9421 -1.9375
H8 1.1422 2.1640 1.3911
H9 3.1541 3.5133 1.8991
H10 5.0832 3.4637 0.3605
H11 4.9916 2.0924 -1.6848
H12 2.9981 0.7548 -2.1892
H13 -0.4187 -2.1057 0.9052
H14 0.4837 -3.2248 2.9047
H15 2.9249 -3.3749 3.2476
H16 4.4599 -2.4077 1.5753
H17 3.5638 -1.2949 -0.4237

5.
Entry from OMol25: a structure of composition C21H18BBr2HfN7O2 (ωB97M-V/def2-TZVPD).

The electronic energy is -6565.4514 Ha. The net charge is +2. The gap between HOMO and LUMO comes out at 7.66 eV.

CARTESIAN COORDINATES (ANGSTROEM)
Hf1 -0.7438 -0.0813 0.1437
C1 0.6549 -3.8581 1.7241
C2 0.3136 -3.1954 0.5640
N1 -0.4891 -2.1527 0.8361
N2 -0.6470 -2.1235 2.2070
C3 0.0330 -3.1401 2.7381
B1 -1.5675 -1.1144 2.9914
N3 -0.8806 0.2796 3.0958
C4 -0.4524 0.9220 4.1808
C5 0.0822 2.1497 3.8037
C6 -0.0508 2.1922 2.4319
N4 -0.6376 1.0604 1.9957
N5 -2.8766 -0.9619 2.1944
C7 -4.1140 -1.3736 2.4774
C8 -4.9281 -1.1404 1.3788
C9 -4.0905 -0.5818 0.4322
N6 -2.8443 -0.4681 0.9228
H1 1.2590 -4.7429 1.8227
H2 0.5985 -3.4170 -0.4525
H3 0.0208 -3.3063 3.8034
H4 -1.7599 -1.5407 4.0877
H5 -0.5556 0.4738 5.1566
H6 0.5024 2.9047 4.4455
H7 0.2370 2.9593 1.7309
H8 -4.3404 -1.8048 3.4401
H9 -5.9801 -1.3476 1.2858
H10 -4.3221 -0.2596 -0.5707
Br1 1.5494 3.1249 -2.9878
C10 2.9787 2.2602 -2.1111
C11 4.2492 2.6209 -2.5146
C12 5.3602 1.9960 -1.9646
C13 5.2157 0.9883 -1.0191
C14 3.9489 0.6202 -0.6190
C15 2.8140 1.2599 -1.1426
C16 1.5336 0.8355 -0.6110
O1 1.4196 -0.2821 0.0346
O2 0.4254 1.4901 -0.7288
H11 4.3692 3.3884 -3.2658
H12 6.3478 2.2981 -2.2891
H13 6.0838 0.4995 -0.6004
H14 3.8092 -0.1541 0.1222
Br2 1.0211 -1.3611 -5.0507
C17 -0.2784 -0.4408 -4.0808
C18 -0.9853 0.6223 -4.6325
C19 -1.9407 1.2711 -3.8624
C20 -2.1444 0.8583 -2.5656
N7 -1.4590 -0.1626 -2.0229
C21 -0.5520 -0.8098 -2.7839
H15 -0.7862 0.9357 -5.6493
H16 -2.5135 2.0951 -4.2633
H17 -2.8619 1.3595 -1.9268
H18 -0.0257 -1.6449 -2.3323